No. 1
DFT (ωB97M-V/def2-TZVPD) results for a 3-piece molecular cluster, C20H44BBrF6N7O6P2 overall in a non-equilibrium geometry.

Geometry as XYZ:
```
87
Properties=species:S:1:pos:R:3
C -5.31 -0.53 9.71
C -4.41 -0.64 8.49
N -3.60 -1.95 8.35
Br -3.77 -2.45 6.54
B -4.32 -2.95 9.26
C -5.68 -3.80 8.83
O -3.72 -3.23 10.61
C -2.18 -1.64 8.77
O -1.98 -0.44 9.39
C -0.87 -2.62 8.59
F -1.20 -4.08 8.55
F -0.01 -2.45 9.82
C 0.06 -2.31 7.27
F 1.33 -3.10 7.47
F -0.51 -2.79 5.99
C 0.52 -0.75 7.09
F 1.84 -0.80 6.36
F 0.80 -0.03 8.36
C -0.48 0.10 6.06
O -1.49 0.85 6.56
O -0.16 0.01 4.60
H -6.44 -0.87 9.70
H -4.93 -0.07 10.75
H -4.38 0.23 7.71
H -5.87 -4.60 9.69
H -5.58 -4.40 7.83
H -6.65 -3.10 8.79
H -4.04 -2.55 11.27
H -0.01 0.99 4.34
O -0.81 1.14 1.58
P -0.66 0.66 0.12
N 1.04 0.74 0.15
C 1.76 1.97 0.46
C 1.64 -0.37 0.90
N -1.42 2.03 -0.56
C -0.78 3.10 -1.30
C -2.53 2.60 0.20
N -0.50 0.11 -1.57
C -1.16 -1.19 -1.74
C 0.71 0.14 -2.39
H 2.83 1.83 0.31
H 1.59 2.31 1.48
H 1.49 2.77 -0.23
H 1.38 -1.32 0.43
H 1.29 -0.39 1.94
H 2.74 -0.32 0.92
H -0.30 3.82 -0.63
H -1.51 3.65 -1.90
H -0.04 2.74 -2.02
H -2.18 3.25 1.01
H -3.15 1.81 0.64
H -3.20 3.19 -0.44
H -0.58 -1.99 -1.27
H -1.31 -1.43 -2.80
H -2.15 -1.17 -1.27
H 1.43 -0.64 -2.09
H 1.22 1.10 -2.36
H 0.46 -0.03 -3.44
O 1.90 0.79 -5.49
P 2.04 0.31 -6.95
N 3.74 0.39 -6.92
C 4.46 1.62 -6.61
C 4.35 -0.72 -6.17
N 1.28 1.67 -7.63
C 1.93 2.74 -8.37
C 0.18 2.25 -6.87
N 2.20 -0.24 -8.64
C 1.54 -1.54 -8.81
C 3.41 -0.22 -9.46
H 5.54 1.48 -6.76
H 4.29 1.96 -5.59
H 4.20 2.42 -7.30
H 4.08 -1.67 -6.64
H 3.99 -0.75 -5.13
H 5.44 -0.67 -6.15
H 2.41 3.46 -7.70
H 1.20 3.29 -8.97
H 2.67 2.39 -9.09
H 0.53 2.89 -6.06
H -0.44 1.46 -6.43
H -0.49 2.84 -7.51
H 2.13 -2.34 -8.34
H 1.39 -1.78 -9.87
H 0.55 -1.53 -8.34
H 4.13 -0.99 -9.16
H 3.93 0.75 -9.43
H 3.16 -0.39 -10.51
```

Values from the calculation:
2S+1: 1
E_tot (hartree): -5503.01376
Charge: +1
Lowest unoccupied orbital energy (eV): -6.6
Strongest force on any atom (eV/A): 10.011

These are the Mulliken partial charges, in e, on atoms 1 to 5: number 1, C, carries -0.83; number 2, C, carries -0.01; number 3, N, carries 0.41; number 4, Br, carries 0.21; number 5, B, carries 0.28

No. 2
DFT (ωB97M-V/def2-TZVPD) results for C29H27N3O5PdS2Te as an isolated structure in a non-equilibrium geometry.

Geometry as XYZ:
```
68
Properties=species:S:1:pos:R:3
Pd 0.55 0.16 0.91
N -0.53 0.87 4.20
C -0.70 -0.48 3.94
C -1.38 -1.29 4.85
C -1.46 -2.64 4.61
C -0.84 -3.17 3.47
C -0.24 -2.29 2.61
N -0.21 -0.97 2.81
C 0.64 1.56 3.76
C 1.74 1.64 4.60
C 2.87 2.31 4.16
C 2.86 2.88 2.90
C 1.72 2.74 2.13
N 0.62 2.10 2.55
H -0.87 1.16 5.10
H -1.81 -0.86 5.75
H -1.97 -3.29 5.30
H -0.85 -4.23 3.26
H 0.25 -2.64 1.70
H 1.72 1.14 5.56
H 3.75 2.36 4.78
H 3.72 3.38 2.50
H 1.67 3.15 1.13
C 0.89 2.22 -2.10
S 1.08 0.47 -1.72
O -0.08 -0.23 -2.34
C 2.46 0.18 -2.87
C 2.04 -0.16 -4.15
C 2.99 -0.35 -5.15
C 4.34 -0.21 -4.86
C 4.74 0.12 -3.57
C 3.80 0.32 -2.56
H 0.39 2.28 -3.06
H 1.87 2.69 -2.12
H 0.28 2.68 -1.32
H 0.99 -0.30 -4.35
H 2.68 -0.62 -6.15
H 5.08 -0.35 -5.63
H 5.79 0.22 -3.33
H 4.12 0.57 -1.56
O 4.44 -0.80 0.93
S 3.11 -0.28 0.85
O 2.19 -1.25 0.07
O 3.02 1.05 0.21
O 2.41 -0.18 2.17
Te -1.94 0.80 0.38
C -2.62 1.19 -1.59
C -2.65 2.53 -1.97
C -3.03 2.87 -3.26
C -3.40 1.88 -4.16
C -3.39 0.55 -3.76
C -2.99 0.20 -2.48
C -2.58 -1.21 0.37
C -1.80 -2.18 -0.24
C -2.25 -3.49 -0.28
C -3.48 -3.83 0.28
C -4.25 -2.86 0.90
C -3.81 -1.54 0.94
H -2.38 3.31 -1.27
H -3.05 3.91 -3.56
H -3.69 2.14 -5.17
H -3.68 -0.23 -4.46
H -2.97 -0.84 -2.19
H -0.86 -1.92 -0.71
H -1.65 -4.25 -0.77
H -3.83 -4.85 0.24
H -5.20 -3.12 1.34
H -4.41 -0.78 1.41
```

Values from the calculation:
2S+1: 3
E_tot (hartree): -2853.95694
ΔE to the lowest compared entry with this formula, charge and spin (kcal per mole): 43.8
⟨S²⟩: 2.012
Lowest unoccupied orbital energy (spin up / spin down) (eV): 0.2 / -1.5
Strongest force on any atom (eV/A): 1.175

These are the Mulliken partial charges, in e, on atoms 1 to 5: number 1, Pd, carries 1.07; number 2, N, carries -0.10; number 3, C, carries 0.50; number 4, C, carries -1.10; number 5, C, carries -0.45

No. 3
DFT (ωB97M-V/def2-TZVPD) results for C48H49N4O3PdSSbSi as an isolated structure.

Geometry as XYZ:
```
108
Properties=species:S:1:pos:R:3
Pd 0.42 0.46 0.08
C -2.64 -1.99 3.78
Si -4.06 -1.37 2.73
C -4.89 -2.78 1.83
C -5.29 -0.40 3.74
C -3.40 -0.21 1.36
C -4.33 0.37 0.48
C -3.96 1.17 -0.58
C -2.61 1.41 -0.79
N -1.70 0.90 0.05
C -2.09 0.13 1.08
S -0.62 -0.38 1.94
H -3.04 -2.71 4.49
H -2.16 -1.20 4.36
H -1.88 -2.52 3.20
H -5.35 -3.47 2.54
H -4.18 -3.36 1.23
H -5.68 -2.43 1.16
H -5.65 -1.00 4.58
H -6.16 -0.12 3.15
H -4.85 0.51 4.14
H -5.39 0.17 0.63
H -4.69 1.60 -1.25
H -2.24 2.00 -1.61
C -0.86 -5.55 -4.98
O -0.17 -4.63 -4.14
C 1.18 -4.57 -4.24
C 1.95 -5.32 -5.11
C 3.33 -5.14 -5.14
C 3.93 -4.22 -4.31
C 3.16 -3.46 -3.42
C 1.79 -3.65 -3.37
N 0.88 -2.94 -2.54
C 1.13 -1.99 -1.62
N 2.24 -2.13 -0.87
C 2.84 -1.22 -0.01
C 2.32 0.01 0.38
C 3.16 0.88 1.10
C 4.43 0.51 1.46
C 4.92 -0.76 1.16
C 4.14 -1.61 0.41
O 4.51 -2.85 -0.02
C 5.83 -3.30 0.29
N 0.29 -0.99 -1.41
C -0.81 -0.91 -2.33
C -2.03 -1.50 -2.03
C -3.08 -1.44 -2.94
C -2.89 -0.78 -4.14
C -1.67 -0.20 -4.46
C -0.61 -0.27 -3.56
O 0.63 0.24 -3.77
C 0.93 0.72 -5.08
H -1.92 -5.45 -4.74
H -0.54 -6.57 -4.79
H -0.71 -5.30 -6.03
H 1.49 -6.03 -5.78
H 3.93 -5.73 -5.82
H 5.00 -4.07 -4.34
H 3.66 -2.72 -2.81
H -0.07 -2.99 -2.88
H 2.74 -3.00 -0.98
H 2.85 1.89 1.31
H 5.06 1.21 2.00
H 5.91 -1.05 1.48
H 5.93 -4.27 -0.19
H 5.95 -3.41 1.37
H 6.57 -2.61 -0.10
H -2.14 -2.02 -1.08
H -4.02 -1.91 -2.70
H -3.70 -0.73 -4.86
H -1.55 0.30 -5.41
H 1.99 0.96 -5.07
H 0.36 1.62 -5.31
H 0.74 -0.05 -5.83
C -4.06 3.65 3.68
C -3.26 2.73 4.35
C -2.05 2.33 3.80
C -1.63 2.88 2.59
C -2.42 3.80 1.92
C -3.64 4.18 2.47
Sb 0.26 2.41 1.79
C 0.73 4.05 0.57
C 0.64 5.34 1.10
C 0.96 6.43 0.31
C 1.36 6.24 -1.01
C 1.44 4.96 -1.54
C 1.13 3.86 -0.75
C 1.58 2.40 3.43
C 1.50 1.40 4.39
C 2.38 1.42 5.47
C 3.32 2.44 5.58
C 3.39 3.43 4.62
C 2.52 3.42 3.54
H -5.00 3.95 4.11
H -3.57 2.32 5.30
H -1.42 1.62 4.34
H -2.10 4.24 0.98
H -4.26 4.91 1.96
H 0.32 5.49 2.12
H 0.90 7.43 0.72
H 1.61 7.10 -1.62
H 1.76 4.82 -2.56
H 1.21 2.87 -1.18
H 0.79 0.59 4.31
H 2.32 0.64 6.22
H 4.00 2.45 6.42
H 4.12 4.22 4.71
H 2.60 4.20 2.79
```

Values from the calculation:
2S+1: 1
E_tot (hartree): -3358.56548
Charge: +2
ΔE to the lowest compared entry with this formula, charge and spin (kcal per mole): 18.3
Lowest unoccupied orbital energy (eV): -7.2
Strongest force on any atom (eV/A): 0.471

These are the Mulliken partial charges, in e, on atoms 1 to 5: number 1, Pd, carries -0.80; number 2, C, carries -1.15; number 3, Si, carries 0.06; number 4, C, carries -1.16; number 5, C, carries -0.89

No. 4
DFT (ωB97M-V/def2-TZVPD) results for one molecule with the formula C2H3ClFNS in a non-equilibrium geometry.

Geometry as XYZ:
```
9
Properties=species:S:1:pos:R:3
N 0.99 0.40 0.81
C -0.28 0.14 0.51
S -1.51 0.37 1.58
C -0.47 -0.42 -0.78
F 0.51 -1.27 -1.27
Cl -0.80 0.93 -1.96
H 1.74 0.24 0.03
H 1.24 0.59 1.74
H -1.42 -0.97 -0.65
```

Values from the calculation:
2S+1: 1
E_tot (hartree): -1090.99461
ΔE to the lowest compared entry with this formula, charge and spin (kcal per mole): 7.5
Lowest unoccupied orbital energy (eV): -0.2
Strongest force on any atom (eV/A): 3.993
SMILES: NC(=S)[C@H](F)Cl

These are the Mulliken partial charges, in e, on atoms 1 to 5: number 1, N, carries -0.38; number 2, C, carries 0.19; number 3, S, carries -0.30; number 4, C, carries 0.11; number 5, F, carries -0.24

No. 5
DFT (ωB97M-V/def2-TZVPD) results for one molecule with the formula CH7FOSi2 in a non-equilibrium geometry.

Geometry as XYZ:
```
12
Properties=species:S:1:pos:R:3
F 0.51 -1.80 -0.06
C 0.58 -0.54 0.40
Si 2.08 0.47 -0.22
O -0.63 0.30 -0.35
Si -2.20 0.04 -0.08
H 0.29 -0.53 1.45
H 1.77 1.87 0.02
H 3.23 0.02 0.57
H 2.24 0.14 -1.63
H -2.75 1.03 -1.00
H -2.60 -1.33 -0.40
H -2.52 0.31 1.32
```

Values from the calculation:
2S+1: 1
E_tot (hartree): -796.34288
ΔE to the lowest compared entry with this formula, charge and spin (kcal per mole): 31.7
Lowest unoccupied orbital energy (eV): 0.9
Strongest force on any atom (eV/A): 4.464
SMILES: F[C@@H]([SiH3])O[SiH3]

These are the Mulliken partial charges, in e, on atoms 1 to 5: number 1, F, carries -0.23; number 2, C, carries 0.04; number 3, Si, carries 0.38; number 4, O, carries -0.16; number 5, Si, carries 0.28

No. 6
DFT (ωB97M-V/def2-TZVPD) results for C26H51AsI2IrN7O3PSi2 as an isolated structure.

Geometry as XYZ:
```
94
Properties=species:S:1:pos:R:3
Ir -0.02 -0.80 -0.85
I 0.07 -7.86 2.84
C 0.36 -6.23 1.63
C 1.51 -6.14 0.84
C 1.69 -5.06 0.03
I 3.38 -4.89 -1.14
C 0.72 -3.97 -0.01
O 0.95 -2.98 -0.75
C -0.47 -4.10 0.82
C -1.56 -3.05 0.84
N -1.67 -2.39 -0.46
C -2.92 -1.72 -0.81
C -2.77 -1.24 -2.23
C -3.84 -1.19 -3.12
C -3.62 -0.76 -4.41
C -2.34 -0.38 -4.79
C -1.32 -0.47 -3.85
N -1.53 -0.88 -2.60
C -0.62 -5.21 1.60
H 2.24 -6.94 0.87
H -1.34 -2.29 1.59
H -2.50 -3.54 1.12
H -1.48 -3.09 -1.19
H -3.06 -0.86 -0.14
H -3.79 -2.37 -0.71
H -4.82 -1.50 -2.79
H -4.43 -0.72 -5.12
H -2.12 -0.04 -5.79
H -0.31 -0.19 -4.10
H -1.51 -5.33 2.20
C 4.41 1.22 1.44
Si 3.89 -0.50 0.94
C 4.61 -1.83 2.03
C 4.32 -0.89 -0.83
As 1.52 -0.52 1.17
Si 0.99 -0.02 3.43
C -0.64 -0.85 3.81
C 0.87 1.83 3.57
C 2.31 -0.67 4.57
H 5.47 1.38 1.19
H 4.31 1.37 2.52
H 3.83 1.98 0.93
H 5.70 -1.79 1.96
H 4.29 -2.82 1.69
H 4.35 -1.73 3.08
H 5.22 -1.50 -0.85
H 4.51 0.02 -1.41
H 3.53 -1.46 -1.32
H -1.40 -0.61 3.06
H -1.02 -0.52 4.78
H -0.52 -1.94 3.86
H 0.20 2.23 2.81
H 1.85 2.29 3.46
H 0.48 2.10 4.56
H 2.44 -1.75 4.50
H 2.01 -0.44 5.60
H 3.28 -0.19 4.41
C -3.83 4.05 -0.65
N -3.05 2.88 -1.04
C -3.33 2.39 -2.38
P -1.64 2.52 -0.27
O -1.28 1.09 -0.61
N -0.48 3.60 -0.71
C -0.50 4.26 -2.01
C 0.88 3.39 -0.19
N -1.82 2.76 1.34
C -1.72 4.07 1.99
C -2.65 1.81 2.08
H -4.86 3.91 -0.98
H -3.45 4.98 -1.10
H -3.84 4.17 0.43
H -4.35 1.99 -2.42
H -2.63 1.61 -2.64
H -3.26 3.19 -3.12
H -1.53 4.43 -2.34
H 0.01 3.66 -2.78
H -0.01 5.23 -1.94
H 0.83 3.03 0.83
H 1.41 4.34 -0.19
H 1.43 2.67 -0.80
H -1.19 4.77 1.35
H -1.18 3.97 2.93
H -2.71 4.47 2.21
H -3.69 2.13 2.13
H -2.27 1.72 3.10
H -2.60 0.83 1.61
N 2.13 -1.40 -3.52
C 2.17 -0.09 -3.17
N 2.88 0.74 -3.95
O 1.55 0.34 -2.18
H 2.77 -1.76 -4.22
H 1.82 -2.06 -2.82
H 3.39 0.44 -4.76
H 2.87 1.72 -3.72
```

Values from the calculation:
2S+1: 6
E_tot (hartree): -5485.78762
Charge: +2
ΔE to the lowest compared entry with this formula, charge and spin (kcal per mole): 2.5
⟨S²⟩: 8.793
Lowest unoccupied orbital energy (spin up / spin down) (eV): -4.3 / -7.4
Strongest force on any atom (eV/A): 0.781

These are the Mulliken partial charges, in e, on atoms 1 to 5: number 1, Ir, carries 3.71; number 2, I, carries 0.26; number 3, C, carries -0.44; number 4, C, carries -0.31; number 5, C, carries -0.63